No. 1
This record from the OMol25 dataset describes C14H17N7OS2 in the gas phase. The level of theory is the ωB97M-V functional and the def2-TZVPD basis.

Output
* F_max: 1.76 eV/Å
* LUMO: 0.397 eV
* structure (SMILES): Cc1nnc(NC(=O)CSc2nnc(Cc3cccn3C)n2C)s1

Positions of all 41 atoms, in Å:
S (2.40660, -3.05846, 0.58904)
S (1.06944, 1.94280, -0.63898)
O (4.71083, -0.43291, 0.81008)
N (-2.49312, 0.77410, -0.39767)
N (2.86095, 3.28184, 0.59305)
N (2.94054, -0.01774, -0.58080)
N (3.42302, 2.10258, 0.37535)
N (1.02435, -1.77202, -1.37309)
N (-0.24906, -1.46269, -1.67536)
N (-0.26601, -2.59308, 0.19854)
C (2.66559, 1.27508, -0.24371)
C (-1.02181, -1.94779, -0.74658)
C (1.66585, 3.40474, 0.15388)
C (-2.68848, 1.71079, 0.56369)
C (3.88447, -0.80993, 0.02616)
C (-3.00812, -0.29668, 1.47516)
C (-0.70785, -3.23848, 1.40082)
C (1.01174, -2.44716, -0.24962)
C (3.73359, -2.27040, -0.38763)
C (-2.18317, 1.04715, -1.77362)
C (-3.00935, 1.08463, 1.73783)
C (-2.69497, -0.45950, 0.14635)
C (0.83515, 4.62043, 0.27919)
C (-2.48697, -1.72000, -0.63905)
H (4.63840, -2.81755, -0.12751)
H (1.41339, 5.39310, 0.77789)
H (-2.96557, -2.55507, -0.12738)
H (0.16459, -3.55915, 1.96770)
H (-3.21980, 1.55507, 2.67743)
H (0.52752, 4.97334, -0.70418)
H (3.48581, -2.39110, -1.44049)
H (-1.31994, -4.11015, 1.16125)
H (-1.36109, 0.41316, -2.11109)
H (-1.89209, 2.09105, -1.87083)
H (-0.06010, 4.40543, 0.86162)
H (-3.23930, -1.07712, 2.17491)
H (2.24322, -0.49650, -1.17073)
H (-1.29305, -2.53746, 1.99734)
H (-2.58951, 2.75567, 0.34372)
H (-2.90120, -1.62492, -1.64360)
H (-3.05450, 0.86487, -2.40908)

=====

No. 2
This record from the OMol25 dataset describes 5 unconnected molecules or ions with the total composition C9H19N3O12S. The level of theory is the ωB97M-V functional and the def2-TZVPD basis.

Output
* F_max: 1.58 eV/Å
* LUMO: -0.011 eV
* structure (SMILES): C[N+](=O)[O-].C[N+](=O)[O-].C[N+](=O)[O-].O=S1(=O)OCCO1.O=C1CCCO1

Positions of all 44 atoms, in Å:
S (-25.88119, 25.00420, 1.96566)
O (-23.59639, 25.36850, 4.31052)
O (-20.33282, 24.68857, 2.55379)
O (-29.68829, 28.64721, 1.24187)
O (-29.74310, 26.49113, 1.39336)
O (-24.56214, 24.72105, 1.48832)
O (-26.97599, 24.17102, 1.05790)
O (-22.29237, 26.78788, 5.22280)
O (-26.29242, 26.34225, 2.19314)
O (-20.63092, 22.77005, 1.44583)
O (-25.99495, 25.79969, -1.55663)
O (-26.25441, 24.16742, 3.28636)
O (-27.01990, 24.52849, -2.94670)
N (-26.23597, 24.72290, -2.04421)
N (-29.33210, 27.53023, 0.90699)
N (-22.94547, 26.39232, 4.28985)
C (-22.87615, 27.17376, 3.02169)
C (-27.31484, 22.93450, 1.64656)
C (-21.38403, 21.54796, 1.60962)
C (-20.74019, 23.56429, 2.51964)
C (-22.25797, 21.83082, 2.84173)
C (-25.52115, 23.52388, -1.55996)
C (-26.43080, 22.80869, 2.91501)
C (-28.28656, 27.41941, -0.15010)
C (-21.42983, 22.81709, 3.63336)
H (-23.81976, 27.71313, 2.96140)
H (-22.45688, 20.94267, 3.45153)
H (-28.61949, 26.60347, -0.78267)
H (-28.34144, 22.90616, 2.01450)
H (-20.70424, 20.70899, 1.73303)
H (-28.26017, 28.34226, -0.72172)
H (-20.69584, 22.34886, 4.28937)
H (-27.33578, 27.31972, 0.35775)
H (-22.81391, 26.47293, 2.19834)
H (-23.24028, 22.21723, 2.57307)
H (-26.93013, 22.29972, 3.72956)
H (-22.00028, 27.79664, 3.15050)
H (-24.93751, 23.17366, -2.40797)
H (-22.03039, 21.42499, 0.74407)
H (-24.89397, 23.70167, -0.69350)
H (-25.47254, 22.34740, 2.66735)
H (-26.24207, 22.75990, -1.28423)
H (-27.11813, 22.14321, 0.92667)
H (-22.06449, 23.47066, 4.22785)

=====

Question: Which value of F_max does entry 1 give?
Answer: 1.76 eV/Å

=====

Question: What is the F_max in the second record?
Answer: 1.58 eV/Å

=====

Question: Among the records above, which one has the lowest F_max?
Answer: C9H19N3O12S